[1]
The following is a quantum chemistry calculation of a cluster of 6 separate species, C24H46F2N6O8S2 in total at a distorted geometry, from the Open Molecules 2025 dataset.

Bonds (Å) are listed after each position.
Element x y z (Å)
1 C 1.32 -3.03 -0.85  H7 1.075, C21 1.356, N39 1.373
2 C -2.66 2.82 -0.58  H12 1.084, C43 1.513, H49 1.091, C63 1.527
3 O 6.22 0.30 -3.34  C56 1.239
4 H 3.81 1.93 -2.83  C11 1.090
5 H 4.16 1.26 -4.41  C11 1.088
6 F -1.49 4.26 -3.34  S23 1.640
7 H 0.30 -3.36 -0.98  C1 1.075
8 H -4.11 -3.87 0.71  C10 1.087
9 C -0.14 -1.84 3.67  C36 1.535, H57 1.084, N75 1.463, H84 1.096
10 C -4.44 -3.00 0.15  H8 1.087, C15 1.549, H61 1.086, H87 1.094
11 C 3.94 1.00 -3.38  H4 1.090, H5 1.088, H32 1.093, C56 1.531
12 H -3.17 3.77 -0.53  C2 1.084
13 H -2.87 -1.21 3.79  C52 1.077
14 H 1.11 -3.10 4.84  C36 1.090
15 C -3.48 -1.80 0.36  C10 1.549, C24 1.527, H53 1.088, H85 1.092
16 H 5.04 -1.62 2.68  C76 1.093
17 H -3.40 1.76 -2.25  C43 1.091
18 H 1.27 -0.43 -2.76  C73 1.087
19 F -0.96 1.14 -6.84  S66 1.605
20 H 3.77 -0.96 -1.61  C80 1.114
21 C 2.24 -3.36 0.09  C1 1.356, H31 1.074, N35 1.377
22 H -1.86 -0.19 -2.30  C25 1.085
23 S -0.23 3.54 -4.10  F6 1.640, N28 1.586, O64 1.409, S66 2.410, O79 1.429
24 C -3.86 -0.70 -0.62  C15 1.527, H54 1.091, N58 1.495, H86 1.087
25 C -1.54 0.09 -1.30  H22 1.085, H37 1.086, H48 1.088, N58 1.530
26 H -3.40 1.43 3.89  C55 1.076
27 H -1.14 2.49 0.91  C63 1.093
28 N -1.20 2.78 -5.10  S23 1.586, S66 1.670
29 H -1.81 3.61 3.88  C70 1.082
30 H 0.33 -1.89 -2.99  C73 1.088
31 H 2.30 -4.04 0.91  C21 1.074
32 H 3.04 0.38 -3.36  C11 1.093
33 H 3.48 -0.96 2.25  C76 1.091
34 H 0.76 0.82 3.76  C78 1.085
35 N 3.29 -2.48 -0.10  C21 1.377, C47 1.469, C80 1.321
36 C 0.39 -2.30 5.03  C9 1.535, H14 1.090, H50 1.085, H67 1.090
37 H -1.03 1.05 -1.26  C25 1.086
38 O 1.03 -0.40 0.97  C41 1.273
39 N 1.91 -2.11 -1.68  C1 1.373, C73 1.473, C80 1.342
40 H -3.52 0.68 1.38  C83 1.085
41 C 1.53 0.77 0.91  O38 1.273, O51 1.248, C71 1.503
42 H -0.16 3.28 3.24  C70 1.094
43 C -3.43 1.66 -1.17  C2 1.513, H17 1.091, N58 1.502, H62 1.093
44 H 1.95 -1.76 -3.75  C73 1.084
45 N -1.21 1.58 3.92  C55 1.367, C70 1.447, C78 1.332
46 H -2.65 2.87 1.64  C63 1.091
47 C 4.45 -2.23 0.76  N35 1.469, C76 1.503, H82 1.098, H88 1.093
48 H -0.93 -0.62 -0.76  C25 1.088
49 H -1.78 2.88 -1.22  C2 1.091
50 H 0.93 -1.53 5.58  C36 1.085
51 O 1.65 1.59 1.84  C41 1.248
52 C -2.23 -0.34 3.72  H13 1.077, C55 1.335, N75 1.376
53 H -3.55 -1.57 1.42  C15 1.088
54 H -3.85 -1.22 -1.58  C24 1.091
55 C -2.43 0.97 3.87  H26 1.076, N45 1.367, C52 1.335
56 C 5.12 0.25 -2.76  O3 1.239, C11 1.531, O60 1.293
57 H -0.71 -2.60 3.15  C9 1.084
58 N -2.85 0.40 -0.59  C24 1.495, C25 1.530, C43 1.502, C83 1.543
59 H 2.22 2.19 -0.55  C71 1.089
60 O 4.92 -0.22 -1.57  C56 1.293
61 H -4.63 -3.19 -0.90  C10 1.086
62 H -4.49 1.79 -0.90  C43 1.093
63 C -2.21 2.33 0.80  C2 1.527, H27 1.093, H46 1.091, C83 1.530
64 O 0.50 4.63 -4.62  S23 1.409
65 H -0.39 3.25 4.88  C70 1.094
66 S -0.03 1.72 -5.67  F19 1.605, S23 2.410, N28 1.670, O74 1.430, O77 1.415
67 H -0.46 -2.75 5.54  C36 1.090
68 H 2.73 0.51 -0.85  C71 1.081
69 H 3.63 -2.63 2.79  C76 1.092
70 C -0.93 3.00 3.96  H29 1.082, H42 1.094, N45 1.447, H65 1.094
71 C 1.92 1.14 -0.49  C41 1.503, H59 1.089, H68 1.081, H81 1.092
72 H -1.76 0.24 1.24  C83 1.087
73 C 1.34 -1.50 -2.89  H18 1.087, H30 1.088, N39 1.473, H44 1.084
74 O 0.19 0.54 -4.89  S66 1.430
75 N -0.88 -0.57 3.74  C9 1.463, C52 1.376, C78 1.321
76 C 4.10 -1.86 2.17  H16 1.093, H33 1.091, C47 1.503, H69 1.092
77 O 1.06 2.28 -6.38  S66 1.415
78 C -0.30 0.61 3.83  H34 1.085, N45 1.332, N75 1.321
79 O 0.40 2.78 -3.07  S23 1.429
80 C 3.12 -1.77 -1.21  H20 1.114, N35 1.321, N39 1.342
81 H 1.08 1.07 -1.18  C71 1.092
82 H 5.04 -3.15 0.75  C47 1.098
83 C -2.58 0.85 0.87  H40 1.085, N58 1.543, C63 1.530, H72 1.087
84 H 0.73 -1.55 3.08  C9 1.096
85 H -2.46 -2.12 0.15  C15 1.092
86 H -4.85 -0.26 -0.52  C24 1.087
87 H -5.37 -2.68 0.65  C10 1.094
88 H 5.13 -1.56 0.22  C47 1.093

## Properties
HOMO: -0.25974 Ha
HOMO-LUMO gap: 6.2 eV
E: -78056.1763 eV

Want to see where the charge sits? The Löwdin charges in e are: -0.05, -0.13, -0.01, 0.09, 0.08, -0.25, 0.11, 0.08, -0.16, -0.08, 0.00, 0.13, 0.14, 0.08, -0.23, 0.08, 0.15, 0.05, -0.21, 0.02, -0.03, 0.12, 0.43, -0.13, 0.07, 0.14, 0.12, -0.27, 0.10, 0.09, 0.12, 0.04, 0.07, 0.16, -0.03, -0.05, 0.09, -0.10, -0.07, 0.12, -0.73, 0.10, -0.11, 0.11, -0.05, 0.10, -0.16, 0.09, 0.09, 0.08, -0.06, -0.05, 0.09, 0.14, -0.06, -0.68, 0.13, -0.23, 0.09, -0.12, 0.08, 0.13, -0.13, -0.25, 0.11, 0.49, 0.08, 0.05, 0.06, 0.01, -0.01, 0.11, 0.00, -0.31, -0.02, -0.07, -0.25, -0.02, -0.30, -0.03, 0.04, 0.13, -0.10, 0.10, 0.11, 0.14, 0.08, 0.12

***

[2]
The following is a quantum chemistry calculation of a cluster of 3 separate species, C24H46FN2O13P2 in total at a distorted geometry, from the Open Molecules 2025 dataset.

Bonds (Å) are listed after each position.
Element x y z (Å)
1 H -0.26 -1.76 6.60  C47 1.090
2 C 1.26 1.92 -0.65  C45 1.550, C72 1.225
3 H 0.32 1.52 6.29  C57 1.095
4 C 0.35 4.54 -1.39  C23 1.606, H41 1.141, H54 1.137, N66 1.459
5 C 1.79 -4.03 1.40  H14 1.092, C46 1.518, H68 1.092, H78 1.093
6 H -0.66 1.49 -1.54  C45 1.143
7 H -4.92 3.17 -1.64  C32 1.125
8 O -0.24 -1.69 3.93  P62 1.708, C64 1.430
9 H -1.72 -2.44 1.69  C59 1.094
10 H 2.78 -1.60 -3.98  C73 1.091
11 O 2.22 6.03 -0.96  C23 1.218
12 H 5.61 -2.79 -3.90  C22 1.094
13 H 2.69 -2.10 0.95  C46 1.095
14 H 1.64 -3.86 2.47  C5 1.092
15 O 2.80 4.35 -2.33  C23 1.382, H50 0.977
16 C -1.50 2.36 -4.06  H33 1.141, H56 1.128, C61 1.616, C84 1.564
17 O -1.87 1.04 3.38  P62 1.519
18 H -3.47 1.12 -0.52  N21 1.025
19 H 1.65 -2.37 4.29  C64 1.094
20 O 1.52 -4.47 -1.71  C40 1.428, P87 1.694
21 N -4.30 1.64 -0.20  H18 1.025, C32 1.502, H85 1.028
22 C 4.92 -1.95 -3.81  H12 1.094, H49 1.091, C73 1.516, H74 1.091
23 C 1.87 5.02 -1.56  C4 1.606, O11 1.218, O15 1.382
24 H -2.34 5.28 -2.25  C63 1.138
25 H 3.82 -3.35 1.48  C46 1.093
26 H -3.49 -0.78 2.24  C58 1.095
27 O -2.37 0.34 -3.00  C84 1.208
28 H 1.37 -0.74 4.88  C64 1.090
29 H -1.95 1.51 7.24  C38 1.094
30 H -2.65 4.41 -0.19  C75 1.140
31 H 3.36 -5.79 -3.14  C67 1.090
32 C -4.28 3.04 -0.73  H7 1.125, N21 1.502, H51 1.138, C75 1.618
33 H -1.94 2.82 -5.01  C16 1.141
34 H -2.35 -3.56 2.89  C59 1.092
35 O -2.47 -1.17 4.01  C58 1.423, P62 1.653
36 H 0.14 -3.34 5.97  C47 1.093
37 O -0.78 0.16 5.25  C57 1.426, P62 1.661
38 C -1.75 2.08 6.32  H29 1.094, H44 1.091, C57 1.516, H79 1.091
39 H -3.31 -3.18 1.44  C59 1.092
40 C 1.29 -5.16 -2.93  O20 1.428, H52 1.094, C67 1.517, H77 1.090
41 H 0.12 4.34 -0.29  C4 1.141
42 F -3.99 1.73 -3.54  C84 1.417
43 O 0.47 5.03 -4.46  C60 1.322
44 H -1.59 3.13 6.59  C38 1.091
45 C 0.27 2.09 -1.83  C2 1.550, H6 1.143, N66 1.465, H70 1.143
46 C 2.92 -3.17 0.88  C5 1.518, H13 1.095, H25 1.093, O82 1.420
47 C 0.53 -2.33 6.11  H1 1.090, H36 1.093, C64 1.517, H80 1.092
48 H -4.24 -1.94 3.35  C58 1.092
49 H 5.08 -1.51 -2.83  C22 1.091
50 H 2.54 3.42 -2.46  O15 0.977
51 H -4.75 3.67 0.10  C32 1.138
52 H 0.31 -5.64 -2.86  C40 1.094
53 H -2.07 2.75 -0.60  C75 1.125
54 H -0.24 5.49 -1.62  C4 1.137
55 H 2.58 1.94 1.27  C72 1.115
56 H -0.57 1.82 -4.39  C16 1.128
57 C -0.54 1.51 5.61  H3 1.095, O37 1.426, C38 1.516, H88 1.091
58 C -3.29 -1.61 2.93  H26 1.095, O35 1.423, H48 1.092, C59 1.517
59 C -2.63 -2.77 2.19  H9 1.094, H34 1.092, H39 1.092, C58 1.517
60 C -0.80 4.80 -4.20  O43 1.322, C61 1.625, O83 1.254
61 C -1.18 3.64 -3.12  C16 1.616, C60 1.625, C63 1.586, N66 1.469
62 P -1.14 -0.26 3.68  O8 1.708, O17 1.519, O35 1.653, O37 1.661
63 C -2.48 4.16 -2.38  H24 1.138, C61 1.586, C75 1.587, H81 1.137
64 C 0.91 -1.72 4.77  O8 1.430, H19 1.094, H28 1.090, C47 1.517
65 O 2.73 -1.50 -1.61  P87 1.516
66 N 0.03 3.45 -2.30  C4 1.459, C45 1.465, C61 1.469
67 C 2.36 -6.22 -3.12  H31 1.090, C40 1.517, H69 1.093, H71 1.092
68 H 2.01 -5.09 1.24  C5 1.092
69 H 2.34 -6.93 -2.29  C67 1.093
70 H 0.72 1.50 -2.70  C45 1.143
71 H 2.20 -6.77 -4.05  C67 1.092
72 C 2.00 2.04 0.32  C2 1.225, H55 1.115
73 C 3.49 -2.43 -3.97  H10 1.091, C22 1.516, O76 1.426, H86 1.095
74 H 5.16 -1.21 -4.57  C22 1.091
75 C -2.77 3.56 -0.94  H30 1.140, C32 1.618, H53 1.125, C63 1.587
76 O 3.18 -3.37 -2.94  C73 1.426, P87 1.660
77 H 1.24 -4.47 -3.78  C40 1.090
78 H 0.85 -3.81 0.88  C5 1.093
79 H -2.65 2.01 5.71  C38 1.091
80 H 1.39 -2.38 6.77  C47 1.092
81 H -3.39 4.07 -3.06  C63 1.137
82 O 3.24 -3.50 -0.47  C46 1.420, P87 1.644
83 O -1.69 5.49 -4.75  C60 1.254
84 C -2.61 1.42 -3.48  C16 1.564, O27 1.208, F42 1.417
85 H -4.21 1.65 0.82  N21 1.028
86 H 3.38 -2.95 -4.93  C73 1.095
87 P 2.24 -2.93 -1.64  O20 1.694, O65 1.516, O76 1.660, O82 1.644
88 H -0.25 2.11 4.75  C57 1.091

## Properties
HOMO: -0.16467 Ha
ΔE to the lowest compared entry with this formula, charge and spin: 0.0 kcal/mol
HOMO-LUMO gap: 4.4 eV
E: -76523.6107 eV
total charge: -1

Want to see where the charge sits? The Löwdin charges in e are: 0.07, -0.10, 0.11, -0.08, -0.08, 0.11, 0.09, -0.23, 0.06, 0.11, 0.05, 0.07, 0.11, 0.06, 0.08, 0.00, -0.22, 0.04, 0.10, -0.22, -0.04, -0.07, -0.44, 0.12, 0.12, 0.10, 0.09, 0.11, 0.08, 0.11, 0.07, -0.26, 0.14, 0.08, -0.23, 0.08, -0.27, -0.07, 0.08, -0.28, 0.13, 0.03, -0.10, 0.08, -0.19, -0.30, -0.06, 0.12, 0.08, 0.09, 0.10, 0.12, 0.09, 0.15, 0.05, 0.14, -0.30, -0.29, -0.09, -0.62, -0.32, 0.71, -0.13, -0.29, -0.22, -0.13, -0.07, 0.08, 0.08, 0.13, 0.08, 0.09, -0.29, 0.08, -0.16, -0.27, 0.11, 0.07, 0.08, 0.08, 0.12, -0.22, -0.06, -0.36, 0.05, 0.11, 0.70, 0.11